The following is a DFT calculation (ωB97M-V/def2-TZVPD) of a 2-piece molecular cluster, C4H8FNO2 overall in a non-equilibrium geometry.

The geometry in XYZ format:
```
16
C4H8FNO2 | OMol25 | ωB97M-V/def2-TZVPD
C -0.75 1.33 0.92
C 1.52 0.17 -0.74
C -0.78 0.72 -0.49
C -0.06 -1.53 -0.25
N 0.13 -0.31 -0.78
O -1.16 0.60 1.91
O -0.57 2.50 1.05
F 0.68 -2.45 -0.81
H 1.82 0.65 -1.68
H 1.51 0.97 -0.01
H 2.17 -0.65 -0.42
H -0.87 1.46 -1.29
H -1.77 0.33 -0.50
H 0.34 -1.61 1.23
H -1.13 -1.81 -0.03
H -1.10 -0.38 1.87
```

Values from the calculation:
Multiplicity: 3
HOMO-LUMO gap (spin up / spin down) (eV): 5.742 / 6.269
E_HOMO (spin up / spin down) (eV): -4.999 / -9.192
Energy above the lowest of the compared OMol25 structures with the same formula, charge and spin (kcal/mol): 28.7

Atom charges from the natural (NBO) analysis, given in e for atoms 1 to 6: 0.373 -0.431 -0.268 0.325 -0.442 -0.688

***

The following is a DFT calculation (ωB97M-V/def2-TZVPD) of C3H6NO2 as an isolated structure in a non-equilibrium geometry.

The geometry in XYZ format:
```
12
C3H6NO2 | OMol25 | ωB97M-V/def2-TZVPD
O -2.97 -0.04 -0.45
C -1.75 0.22 -0.51
C -0.61 -0.64 -0.21
N 0.70 -0.24 -0.56
C 1.47 0.30 0.58
O 2.13 -0.60 1.33
H -1.49 0.91 -1.33
H -0.87 -1.46 0.47
H -0.84 0.45 0.42
H 1.23 -0.92 -1.09
H 0.83 0.96 1.19
H 2.19 1.06 0.17
```

Values from the calculation:
HOMO-LUMO gap (eV): 6.903
E_HOMO (eV): -2.826
Energy above the lowest of the compared OMol25 structures with the same formula, charge and spin (kcal/mol): 115.3
Net charge: -1

Atom charges from the natural (NBO) analysis, given in e for atoms 1 to 6: -0.689 0.191 -0.097 -0.707 0.121 -0.939

***

The following is a DFT calculation (ωB97M-V/def2-TZVPD) of C29H52Br3ClI2N4O6S as an isolated structure in a non-equilibrium geometry.

The geometry in XYZ format:
```
98
C29H52Br3ClI2N4O6S | OMol25 | ωB97M-V/def2-TZVPD
C -1.13 1.37 0.84
C -0.79 2.67 0.04
N -1.03 2.61 -1.41
C -0.53 1.38 -2.01
C 0.98 1.21 -1.73
N 1.69 0.43 -2.79
C 2.55 1.26 -3.68
Br 1.42 2.70 -4.50
I 4.18 2.27 -2.73
C 3.00 0.39 -4.91
C 3.77 1.19 -5.98
C 2.95 1.37 -7.31
C 3.17 2.77 -7.88
O 3.49 2.95 -8.98
O 3.03 3.86 -7.05
N 3.76 -0.71 -4.35
C 2.86 -1.59 -3.55
C 3.59 -2.95 -3.45
Br 3.10 -3.96 -5.09
C 3.42 -3.88 -2.22
C 2.40 -5.04 -2.40
Br 5.16 -4.80 -1.94
C 2.34 -0.86 -2.30
I 0.51 -2.05 -1.62
C 3.24 -0.71 -1.06
C 4.79 -0.84 -1.21
C 5.34 -1.79 -0.11
C 5.44 -1.01 1.24
S 4.11 -1.32 2.42
O 4.65 -1.07 3.71
O 3.05 -0.40 2.14
Cl 3.41 -3.24 2.26
C -2.43 2.78 -1.75
C -3.54 1.80 -1.31
O -2.72 3.69 -2.42
H -0.21 0.82 1.08
H -1.78 0.67 0.32
H -1.60 1.56 1.81
H 0.26 2.92 0.27
H -1.37 3.48 0.48
H -1.09 0.48 -1.71
H -0.71 1.46 -3.10
H 1.06 0.80 -0.72
H 1.36 2.24 -1.66
H 0.93 0.09 -3.41
H 2.04 0.07 -5.38
H 4.07 2.19 -5.67
H 4.67 0.62 -6.27
H 1.88 1.32 -7.08
H 3.22 0.65 -8.08
H 2.26 4.39 -7.33
H 4.16 -1.29 -5.08
H 1.98 -1.74 -4.21
H 4.66 -2.77 -3.58
H 3.16 -3.41 -1.28
H 1.45 -4.70 -2.81
H 2.18 -5.38 -1.37
H 2.83 -5.90 -2.91
H 3.06 0.21 -0.49
H 2.93 -1.49 -0.35
H 5.23 0.13 -0.97
H 5.15 -1.08 -2.21
H 4.72 -2.67 0.03
H 6.36 -2.09 -0.37
H 5.47 0.08 1.12
H 6.37 -1.27 1.76
H -3.82 2.02 -0.28
H -3.21 0.77 -1.46
H -4.37 1.97 -2.00
C -3.90 1.68 6.88
C -3.83 0.36 6.09
C -4.70 -0.70 6.79
C -6.21 -0.48 6.69
C -6.62 0.27 5.42
C -5.61 0.19 4.26
N -4.32 0.68 4.74
O -3.37 0.68 3.79
C -6.12 1.13 3.17
C -5.59 -1.24 3.69
C -2.39 -0.14 6.16
H -3.27 2.44 6.42
H -3.56 1.55 7.91
H -4.92 2.08 6.92
H -4.46 -1.68 6.38
H -4.42 -0.76 7.85
H -6.71 -1.45 6.72
H -6.57 0.07 7.56
H -7.60 -0.09 5.09
H -6.77 1.32 5.67
H -6.11 2.17 3.52
H -7.15 0.89 2.90
H -5.52 1.07 2.26
H -6.59 -1.53 3.35
H -5.27 -1.98 4.42
H -4.92 -1.31 2.83
H -2.10 -0.30 7.20
H -1.69 0.58 5.74
H -2.28 -1.09 5.63
```

Values from the calculation:
HOMO-LUMO gap (eV): 1.688
E_HOMO (eV): -3.780

Atom charges from the Löwdin analysis, given in e for atoms 1 to 6: -0.062 -0.196 -0.089 -0.242 -0.213 -0.170

***

The following is a DFT calculation (ωB97M-V/def2-TZVPD) of a 2-piece molecular cluster, C5H11NO2 overall in a non-equilibrium geometry.

The geometry in XYZ format:
```
19
C5H11NO2 | OMol25 | ωB97M-V/def2-TZVPD
C 0.54 -1.07 0.65
C -0.67 -0.20 -0.18
C -1.98 -0.92 0.10
C -0.74 1.24 0.33
O -0.41 -0.27 -1.54
H 1.54 -1.25 0.27
H 0.16 -2.09 0.56
H 0.48 -0.79 1.70
H -2.79 -0.40 -0.41
H -2.18 -0.95 1.17
H -1.94 -1.94 -0.29
H -0.75 1.27 1.41
H 0.09 1.84 -0.03
H -1.66 1.69 -0.04
H 0.51 0.09 -1.69
N 2.22 0.71 -1.22
C 2.31 0.80 0.00
O 2.37 1.17 1.10
H 2.88 1.06 -1.88
```

Values from the calculation:
HOMO-LUMO gap (eV): 10.127
SMILES string: CC(C)(C)O.N=C=O
E_HOMO (eV): -9.563
Energy above the lowest of the compared OMol25 structures with the same formula, charge and spin (kcal/mol): 37.0

Atom charges from the natural (NBO) analysis, given in e for atoms 1 to 6: -0.685 0.298 -0.624 -0.643 -0.749 0.210

***

The following is a DFT calculation (ωB97M-V/def2-TZVPD) of a 2-piece molecular cluster, C30H56BrCl2F2INO overall in a non-equilibrium geometry.

The geometry in XYZ format:
```
94
C30H56BrCl2F2INO | OMol25 | ωB97M-V/def2-TZVPD
C 6.79 0.13 -0.12
C 5.47 -0.45 -0.79
C 4.19 0.09 0.02
O 3.00 -0.21 -0.75
C 1.82 -0.04 0.04
C 0.92 -1.39 0.05
C 1.73 -2.46 0.89
C 2.06 -3.79 0.06
C 3.42 -3.65 -0.78
F 1.01 -4.18 -0.81
N -0.48 -1.12 0.49
C -1.25 -2.32 0.97
C -1.33 -2.39 2.58
C -2.60 -1.66 3.18
C -3.99 -2.38 2.78
C -2.62 -0.08 2.95
C -4.09 0.55 3.19
C -3.88 2.11 3.43
C -4.16 3.10 2.50
C -3.65 4.58 2.86
C -4.90 2.91 1.12
C -1.19 -0.36 -0.61
C -1.67 -1.34 -1.80
C -3.27 -1.45 -1.78
F -3.74 -1.59 -3.13
C -0.21 0.71 -1.33
C -1.03 1.81 -2.17
C -0.94 1.59 -3.75
C 0.94 1.26 -0.41
I 2.22 2.67 -1.53
C 0.51 1.99 0.95
Br 1.90 3.38 1.37
C -0.93 2.67 0.98
C -0.89 4.21 0.51
H 7.58 0.29 -0.90
H 7.19 -0.63 0.63
H 6.60 1.08 0.46
H 5.49 -1.58 -0.65
H 5.42 -0.14 -1.87
H 4.23 -0.45 1.02
H 4.26 1.19 0.26
H 2.17 0.08 1.12
H 0.93 -1.75 -1.03
H 1.29 -2.76 1.88
H 2.76 -2.02 1.13
H 2.26 -4.60 0.83
H 4.32 -3.83 -0.12
H 3.45 -4.42 -1.62
H 3.53 -2.63 -1.25
H -0.41 -0.50 1.32
H -0.85 -3.31 0.58
H -2.34 -2.29 0.65
H -1.31 -3.48 2.88
H -0.37 -1.93 2.98
H -2.53 -1.79 4.32
H -3.82 -3.49 2.68
H -4.72 -2.11 3.60
H -4.32 -1.88 1.81
H -2.31 0.24 1.91
H -1.97 0.41 3.74
H -4.64 0.05 4.04
H -4.65 0.42 2.20
H -3.44 2.42 4.43
H -2.87 4.55 3.68
H -4.54 5.19 3.20
H -3.17 5.08 1.96
H -6.03 2.82 1.29
H -4.49 2.07 0.49
H -4.76 3.86 0.52
H -2.12 0.17 -0.24
H -1.43 -0.91 -2.82
H -1.17 -2.35 -1.75
H -3.76 -0.49 -1.41
H -3.64 -2.30 -1.13
H 0.31 0.08 -2.14
H -2.12 1.65 -1.89
H -0.77 2.86 -1.85
H -0.35 0.68 -4.06
H -2.01 1.42 -4.13
H -0.59 2.54 -4.27
H 0.56 1.28 1.85
H -1.26 2.71 2.07
H -1.73 2.12 0.41
H -1.94 4.55 0.22
H -0.21 4.32 -0.38
H -0.58 4.88 1.38
Cl 6.00 -2.58 -4.27
C 4.96 -1.64 -5.37
C 3.99 -0.76 -4.61
Cl 2.74 -1.71 -3.76
H 4.44 -2.34 -6.03
H 5.62 -1.02 -5.98
H 3.46 -0.10 -5.31
H 4.50 -0.13 -3.88
```

Values from the calculation:
HOMO-LUMO gap (eV): 8.344
E_HOMO (eV): -10.958
Net charge: +1

Atom charges from the Löwdin analysis, given in e for atoms 1 to 6: -0.105 -0.191 -0.228 -0.242 -0.288 -0.154

***

The following is a DFT calculation (ωB97M-V/def2-TZVPD) of a 5-piece molecular cluster, C10H32N2O5 overall in a non-equilibrium geometry.

The geometry in XYZ format:
```
49
C10H32N2O5 | OMol25 | ωB97M-V/def2-TZVPD
C -6.49 -9.56 4.51
O -6.53 -8.34 5.37
C -7.72 -7.57 5.42
C -7.48 -6.38 6.40
C -6.36 -5.48 5.89
N -7.24 -7.03 7.68
H -6.81 -9.36 3.49
H -7.18 -10.26 4.99
H -5.47 -9.98 4.51
H -7.99 -7.24 4.42
H -8.53 -8.16 5.87
H -8.32 -5.69 6.44
H -6.19 -4.59 6.51
H -6.62 -4.99 4.96
H -5.39 -5.99 5.82
H -6.94 -6.34 8.36
H -6.38 -7.56 7.51
C -7.63 -9.91 10.98
O -8.69 -8.92 10.87
C -9.05 -8.40 12.15
C -10.03 -7.23 12.00
C -11.22 -7.73 11.20
N -9.46 -6.12 11.20
H -6.69 -9.52 11.39
H -7.56 -10.34 10.00
H -8.01 -10.71 11.63
H -9.47 -9.21 12.78
H -8.16 -8.07 12.68
H -10.28 -6.87 13.01
H -11.89 -6.90 11.09
H -11.83 -8.47 11.68
H -10.83 -7.97 10.23
H -8.65 -5.66 11.58
H -9.21 -6.52 10.33
C -11.57 -11.47 9.44
C -11.44 -12.28 10.73
O -12.23 -13.47 10.57
H -11.45 -12.14 8.58
H -10.78 -10.72 9.47
H -12.54 -11.08 9.27
H -11.79 -11.76 11.61
H -10.36 -12.54 10.89
H -12.68 -13.70 11.39
O -9.31 -10.93 6.22
H -10.08 -10.61 5.73
H -9.33 -10.31 6.99
O -9.59 -8.89 8.16
H -9.71 -8.85 9.12
H -9.02 -8.13 7.95
```

Values from the calculation:
HOMO-LUMO gap (eV): 10.245
SMILES string: COC[C@H](C)N.COC[C@H](C)N.CCO.O.O
E_HOMO (eV): -9.532
Energy above the lowest of the compared OMol25 structures with the same formula, charge and spin (kcal/mol): 0.0

Atom charges from the natural (NBO) analysis, given in e for atoms 1 to 6: -0.255 -0.589 -0.059 -0.072 -0.632 -0.851